DFT (ωB97M-V with the def2-TZVPD basis set) results for a cluster of 2 separate species, C3H9S in total.

Its relative energy (zero: lowest compared OMol25 entry of this formula, charge and spin) is 68.2 kJ/mol. The charge is -1. The HOMO-LUMO gap comes out at 5.64 eV.

XYZ file:
```
13
C3H9S, DFT ωB97M-V with the def2-TZVPD basis set
H 2.3237 0.2422 -0.3069
H 0.6218 0.4557 -0.7642
S -3.5639 -0.6915 -1.2506
C -1.7266 -0.6828 -1.0626
C 1.2837 0.0594 -0.0114
H 1.1489 1.8510 1.1973
C 1.0525 0.7708 1.3211
H -1.4843 -0.8347 -0.0132
H 1.2311 -1.0090 0.1526
H -1.3814 0.2483 -1.4962
H 1.7011 0.4711 2.1441
H 0.0493 0.6070 1.7203
H -1.2558 -1.4874 -1.6303
```

DFT (ωB97M-V with the def2-TZVPD basis set) results for a structure of composition C35H69N13O8P2Ti.

Its spin multiplicity is 2. The charge is +1. As for the expectation value of S²: 0.753. The HOMO-LUMO gap (spin up / spin down) comes out at 7.08 / 7.23 eV.

XYZ file:
```
128
C35H69N13O8P2Ti, DFT ωB97M-V with the def2-TZVPD basis set
H -0.5541 1.0429 4.4638
C 4.8324 1.5673 -1.8683
H 1.0477 -0.0152 -3.1800
C -3.1081 0.1866 0.7306
H -5.0138 4.9006 -1.4266
C 1.9234 -5.2642 0.4232
H 4.0689 2.3788 -3.8153
H 5.4212 0.3981 0.8312
H 3.8684 3.4788 0.9799
Ti 1.3628 0.2320 0.0103
C -1.4356 -2.2759 0.2387
H 1.9387 1.2325 4.8917
H 4.2478 -4.7814 -2.2628
O 4.6350 1.9371 2.6971
H 0.9093 -5.0304 0.1028
H 2.1748 -2.2559 2.0170
H -1.4821 0.5003 2.0374
H -6.0554 2.9882 1.6503
H -2.4614 -2.0087 0.0065
C 2.1575 2.5487 3.4626
H 3.1355 -1.0940 -2.3475
H -2.3353 3.9351 0.7468
H 1.1537 -2.5891 -3.8792
N 1.8487 -2.0090 -0.0608
N 2.8796 0.5467 -1.3176
H -1.4851 -3.0030 1.0601
C -3.0474 -3.7381 -4.2862
C 3.5180 -2.0412 -2.6759
H -1.5804 3.8605 -3.4856
H 5.8718 1.8719 -1.8518
C 0.0682 3.5192 -2.1567
C -1.2820 -2.3703 -3.2141
H -1.2599 0.0164 -1.6049
O -0.0526 5.8461 -2.5945
C -0.9380 1.0354 -1.7497
C -1.5816 -1.5110 -5.5200
C 2.5056 -3.0179 -0.5921
H -0.2385 -1.9118 2.6188
H -5.9482 3.4087 -1.2391
H 1.9584 4.5478 2.6693
H 5.7915 -0.6300 -0.5402
N 2.9648 -3.1183 -1.8672
O 2.5978 1.8988 4.6522
H 2.5738 4.0840 -2.3704
C 4.9750 -0.1467 0.0013
P 3.1487 1.7934 2.1386
H 0.9737 -3.3362 1.3548
C -5.7082 0.3563 -0.4460
H -3.0307 5.2622 -0.2137
H 1.0826 -1.5434 -5.3121
C 2.3838 4.0538 3.5457
H 0.6774 -0.4886 2.1739
H 4.3315 -0.9198 0.4105
N -2.5775 -2.8650 -3.2228
H -5.8827 -0.5003 0.2143
H 1.5115 2.9128 -0.7123
H 3.4451 4.2952 3.6288
C 1.3555 -2.3250 1.3034
O -0.5800 3.1792 3.2492
H -1.1016 -0.6137 -5.9186
H -2.2012 -4.1405 -4.8386
H 4.6892 1.7333 3.6508
C -1.8773 -0.3332 1.4897
H -2.5033 1.5544 -3.1104
H -3.7177 -3.2257 -4.9858
C 2.7286 1.1825 -2.5700
H 1.8648 4.4328 4.4248
N -5.3780 1.5575 0.2866
N 2.0160 4.9290 -2.3575
H -7.2916 2.4599 0.4867
H 4.3933 -4.7866 1.4014
C -6.4377 2.1361 1.0914
H -2.5601 -1.2279 -5.1356
N -4.1952 3.5321 -0.0935
H -1.6324 -3.7830 -1.2132
N -0.7691 -1.0484 0.7527
N -0.7663 -2.0596 -4.4544
H 2.2572 -6.1438 -0.1381
H -3.2062 -1.4707 -1.8059
C 0.6523 2.6220 -1.2974
C -3.2440 4.4592 0.4931
C -1.5960 1.8850 -2.6201
H 0.6476 -3.2511 -5.4606
C 0.6094 -2.3789 -4.7957
H 2.5329 -5.1819 -2.0172
H 3.2571 -2.1931 -3.7238
H -3.6501 4.9053 1.4076
H 2.4542 5.7999 -2.6025
H -1.7175 -2.2166 -6.3454
H 4.8161 -3.5184 0.2511
H -6.7979 1.3975 1.8135
C -3.6066 -2.3145 -2.3647
C 0.2439 -1.4015 1.7793
C -4.1420 2.1780 0.1568
H -4.4443 -1.9544 -2.9714
C 0.6577 4.8792 -2.3911
O 0.6814 1.7234 1.4814
C -5.3564 4.1528 -0.7079
H -2.2498 -1.0697 2.2149
H 2.1447 0.4646 -4.4708
C 3.2204 -4.4449 -2.4200
H 1.0017 1.6325 -3.8358
N 0.1900 1.3699 -1.1207
C 4.2307 0.7337 -0.9723
O 2.7997 0.3867 1.7368
C 1.6551 0.8042 -3.5563
H -5.9989 4.6609 0.0213
H 3.0527 -4.3901 -3.4947
C 3.8784 1.8512 -2.8874
O 0.1878 0.8479 3.8634
H -6.6167 0.5154 -1.0355
H 1.8964 -5.5378 1.4821
O 3.2099 2.7701 0.8920
H 0.0260 -3.5413 -0.6978
H -3.9360 0.1307 1.4485
P 0.4312 2.1660 2.9302
C -0.8836 -3.0155 -0.9826
N 2.8111 -4.1355 0.2185
H -4.8988 0.1070 -1.1325
H -3.9992 -3.0522 -1.6581
H -3.3656 -0.5221 -0.0653
C 4.2280 -4.4273 0.3835
C -1.0971 3.1498 -2.8231
H -3.5957 -4.5755 -3.8492
N -0.5557 -2.2281 -2.1549
N -3.0232 1.5328 0.2119
H 4.6001 -5.1960 -0.3031
H 4.6107 -2.0372 -2.5935
```

DFT (ωB97M-V with the def2-TZVPD basis set) results for a structure of composition C5H5FeO6.

Its spin multiplicity is 7. Its relative energy (zero: lowest compared OMol25 entry of this formula, charge and spin) is 0.0 kJ/mol. The charge is +3. As for the expectation value of S²: 12.021. The HOMO-LUMO gap (spin up / spin down) comes out at 9.26 / 2.73 eV.

XYZ file:
```
17
C5H5FeO6, DFT ωB97M-V with the def2-TZVPD basis set
O -2.8386 -2.3946 -0.7199
C -3.3877 -1.3119 -0.1499
Fe 0.7736 0.4602 1.7840
H 1.7364 2.2920 -0.7981
O -4.5478 -1.1356 0.0192
H -0.7755 -0.4838 -1.0091
O 2.0124 1.7355 1.1390
H -1.2633 -3.1470 0.4003
O -0.2683 -0.8303 0.9075
C -1.4669 -2.5002 -0.4611
O 4.1298 3.3166 -1.0754
C -1.1434 -0.9825 -0.0166
C 2.4159 2.1540 0.0623
H -0.9150 -2.7923 -1.3567
O -2.4072 -0.5002 0.3215
H 4.2093 3.1818 0.9628
C 3.7363 2.9383 -0.0097
```

DFT (ωB97M-V with the def2-TZVPD basis set) results for a cluster of 2 separate species, C30H22F5N3O6 in total.

Its relative energy (zero: lowest compared OMol25 entry of this formula, charge and spin) is 0.0 kJ/mol. The charge is 0. The HOMO-LUMO gap comes out at 3.91 eV.

XYZ file:
```
66
C30H22F5N3O6, DFT ωB97M-V with the def2-TZVPD basis set
C -3.9220 4.1699 -2.3081
H 3.1901 -1.0334 3.7420
H 1.2513 2.2524 -3.5114
C 0.2679 5.5369 -2.7256
H -0.6019 1.7740 -3.1357
C -0.7078 3.8172 -0.7555
O -1.3806 -3.3755 0.7658
C 1.6525 0.7600 -1.9656
H 5.2833 2.2398 -1.9805
C 2.6345 -4.8409 4.3046
O 2.8188 -1.3009 1.2351
H -3.9443 5.2425 -2.3109
C -4.9190 3.2726 -2.4408
C -1.4673 4.0738 -1.8922
N -4.3485 2.0092 -2.3682
C -3.5463 -4.3862 0.6610
C 1.9727 -2.1375 1.6316
C 2.6993 0.1593 -1.2391
C 3.1554 -4.0327 5.3367
C 0.2779 0.3591 -1.7360
C 2.3574 -2.8586 2.9233
C -3.0139 2.1368 -2.1728
O 3.6755 -3.8066 7.5687
F 0.7574 6.3377 -3.6982
C 0.5609 4.3703 -0.6175
H 2.4518 -0.7153 -0.6406
H -4.3402 -4.8798 1.2279
H -3.9488 -3.4497 0.2637
H 0.6465 -1.9790 -0.0606
C 1.9980 1.8343 -2.8334
H 3.8793 -2.0734 5.8983
C -0.7311 1.0950 -2.2931
C -2.1158 0.9927 -1.8484
O -0.3865 -3.3752 2.7665
C -5.1111 0.7817 -2.5133
H -4.4602 -0.0823 -2.3763
C 1.0284 5.2615 -1.5883
O 2.9980 -5.7736 6.8453
F 2.2454 5.8258 -1.4438
C 3.2880 2.3663 -2.8197
C -0.9770 4.9341 -2.8645
H -2.6410 -3.5417 2.4243
H -5.9740 3.4360 -2.5538
C 4.2776 1.8166 -1.9926
H -1.8963 -5.0650 1.8632
C -2.3523 -4.1192 1.5368
F 1.3655 4.0032 0.4046
O -2.5618 0.0241 -1.2057
C -0.3304 -3.0488 1.5766
H -5.9032 0.7610 -1.7560
H 3.5185 3.2151 -3.4698
N 3.2902 -4.5706 6.6530
H 1.8198 -4.8625 2.3204
H -5.5718 0.7481 -3.5093
H 0.0694 -0.4820 -1.0748
N -2.7449 3.4581 -2.1047
C 2.2319 -4.2415 3.1141
F -1.6840 5.0875 -4.0120
C 3.9701 0.7092 -1.1905
C 3.4014 -2.6617 5.1177
C 0.7707 -2.3708 0.9349
H 2.5256 -5.9103 4.4705
C 3.0033 -2.0944 3.9147
F -1.1967 2.9878 0.2017
H 4.7165 0.2681 -0.5282
H -3.2718 -5.0488 -0.1656
```

Max |F|, respectively: 1.68; 2.39; 8.75; 3.32 eV/A.